[1]
ORCA calculation (ωB97M-V with the def2-TZVPD basis set) on a molecular structure, C4H10N2O at a distorted geometry.

XYZ file:
```
17
C4H10N2O | OMol25 | ωB97M-V with the def2-TZVPD basis set
C 1.65 -0.14 -0.92
C -0.34 -0.94 0.32
C -2.36 0.53 -0.19
N 0.75 -1.06 -0.68
C -0.94 0.50 0.35
O 2.14 0.48 1.09
N -0.26 1.47 0.76
H 2.97 0.75 1.50
H 0.74 -1.89 -1.26
H 1.05 1.07 1.14
H 2.39 -0.38 -1.68
H 1.32 0.90 -0.87
H -1.05 -1.75 0.14
H 0.13 -1.12 1.29
H -2.73 1.56 -0.21
H -2.43 0.10 -1.20
H -3.03 -0.08 0.43
```

Values from the calculation:
Total energy: -343.02079 Ha
Frontier orbital gap: 7.28 eV
LUMO level: 0.117 eV
HOMO level: -7.16 eV
Max |F|: 0.040 hartree/bohr
Charge: 0

[2]
ORCA calculation (ωB97M-V with the def2-TZVPD basis set) on C7H10 in the gas phase.

XYZ file:
```
17
C7H10 | OMol25 | ωB97M-V with the def2-TZVPD basis set
C 1.25 -0.34 1.08
C 1.37 0.72 0.05
C 1.19 -0.72 -0.38
C -0.17 -0.43 -1.01
C -1.36 -0.78 -0.10
C -1.39 0.71 0.33
C -0.07 1.03 -0.45
H 2.14 -0.66 1.62
H 0.36 -0.28 1.70
H 2.26 1.34 -0.09
H 1.92 -1.41 -0.79
H -0.25 -0.61 -2.08
H -1.08 -1.52 0.66
H -2.28 -1.13 -0.58
H -2.15 1.19 -0.29
H -1.59 0.97 1.38
H -0.15 1.93 -1.05
```

Values from the calculation:
Total energy: -272.61462 Ha
Frontier orbital gap: 10.38 eV
SMILES: C1C[C@H]2[C@@H]1[C@H]1C[C@@H]21
LUMO level: 1.220 eV
HOMO level: -9.16 eV
Max |F|: 0.008 hartree/bohr
Charge: 0

[3]
ORCA calculation (ωB97M-V with the def2-TZVPD basis set) on a molecular structure, H26HeO13 at a distorted geometry.

XYZ file:
```
40
H26HeO13 | OMol25 | ωB97M-V with the def2-TZVPD basis set
He -16.28 -23.52 -3.76
O -13.81 -21.31 -5.15
H -14.60 -21.23 -5.69
H -13.45 -22.17 -5.37
O -14.68 -26.34 -5.54
H -15.32 -26.70 -4.92
H -15.20 -25.83 -6.16
O -18.46 -21.72 -6.36
H -18.82 -21.85 -7.24
H -17.51 -21.71 -6.49
O -14.08 -23.73 -1.49
H -14.29 -24.37 -0.81
H -14.91 -23.29 -1.66
O -16.39 -27.69 -3.97
H -15.58 -28.15 -3.77
H -16.52 -27.09 -3.23
O -12.85 -24.83 -3.99
H -12.98 -24.48 -3.11
H -13.72 -25.13 -4.27
O -18.54 -20.85 -3.73
H -19.28 -20.25 -3.83
H -18.28 -21.06 -4.63
O -17.21 -25.93 -2.01
H -17.00 -25.32 -1.30
H -17.86 -26.52 -1.64
O -18.30 -24.96 -4.56
H -19.05 -24.43 -4.31
H -17.94 -25.28 -3.73
O -16.76 -22.69 -1.09
H -17.59 -22.53 -1.52
H -16.98 -22.81 -0.16
O -20.14 -23.31 -3.68
H -20.83 -23.03 -3.08
H -19.64 -22.51 -3.86
O -18.15 -26.85 -6.40
H -17.95 -27.70 -6.02
H -18.33 -26.28 -5.65
O -15.80 -21.84 -7.01
H -15.74 -22.79 -7.09
H -16.23 -21.56 -7.82
```

Values from the calculation:
Total energy: -996.60953 Ha
Frontier orbital gap: 9.68 eV
LUMO level: -0.357 eV
HOMO level: -10.03 eV
Max |F|: 0.022 hartree/bohr
Charge: 0

[4]
ORCA calculation (ωB97M-V with the def2-TZVPD basis set) on a gas-phase ion, C11H18N3O3 (charge +1) at a distorted geometry.

XYZ file:
```
35
C11H18N3O3 | OMol25 | ωB97M-V with the def2-TZVPD basis set
C -2.87 -0.01 1.13
C -2.02 -0.86 2.14
O -2.05 -2.23 1.72
C -0.54 -0.33 2.39
N -0.14 0.65 1.34
C -0.32 1.99 1.65
C 0.00 3.01 0.68
C 0.51 2.58 -0.62
C 0.73 1.17 -0.90
C 1.32 0.73 -2.27
O 0.76 1.62 -3.26
N 0.34 0.86 -4.37
O -0.82 0.70 -4.34
C 0.37 0.20 0.15
C 0.60 -1.31 -0.18
C 2.19 -1.62 -0.17
N 2.68 -2.33 -1.35
H -3.83 -0.54 0.88
H -2.37 0.20 0.15
H -3.17 0.96 1.62
H -2.55 -0.80 3.14
H -2.16 -2.19 0.75
H 0.21 -1.17 2.41
H -0.48 0.18 3.39
H -0.73 2.24 2.65
H -0.18 4.07 0.97
H 0.73 3.38 -1.37
H 1.01 -0.31 -2.55
H 2.45 0.75 -2.25
H 0.15 -2.00 0.57
H 0.16 -1.55 -1.19
H 2.50 -2.18 0.74
H 2.69 -0.61 -0.13
H 2.51 -3.33 -1.31
H 2.31 -1.93 -2.21
```

Values from the calculation:
Total energy: -819.53748 Ha
Frontier orbital gap: 8.32 eV
SMILES: C[C@@H](O)C[n+]1cccc(CON=O)c1CCN
LUMO level: -4.330 eV
HOMO level: -12.65 eV
Max |F|: 0.048 hartree/bohr
Charge: +1

Which value of LUMO level does entry 2 give?
1.220 eV

Among the records above, which one has the lowest LUMO level?
C11H18N3O3

Look up the charge of the second one.
0

Among the records above, which one has the highest HOMO level?
C4H10N2O